Computed, not measured: a molecular structure, C46H58Li2O22S in a non-equilibrium geometry, with wB97M-V/def2-TZVPD.

For the HOMO-LUMO gap, the calculation gives 0.260 hartree. The value obtained for the energy above the lowest of the compared OMol25 structures with the same formula, charge and spin is 258.2 kJ/mol. For the HOMO energy, the calculation gives -7.4 eV. The value obtained for the total energy is -3855.712273 Eh. As for the net charge: 0.

Last column: Mulliken charge in e.
Atoms and positions in Å:
Li  -0.29  -3.63  0.84  0.496
Li  -2.61  1.18  -1.17  0.641
S  -0.51  -0.54  0.33  -0.151
O  0.58  -0.75  -0.51  -1.502
O  -0.21  0.50  1.26  2.121
O  -1.60  -0.22  -0.51  -0.143
O  -0.78  -1.79  0.99  0.413
C  -2.64  3.92  0.23  -1.585
O  -2.41  2.53  0.48  0.008
H  -2.83  4.46  1.35  -0.038
H  -3.23  4.09  -0.37  1.351
H  -1.79  4.59  -0.15  0.214
H  -1.53  2.51  0.67  0.067
C  -1.30  2.46  -2.90  0.081
O  -2.65  2.03  -3.12  -0.637
H  -0.78  1.59  -2.37  -0.114
H  -1.17  3.33  -2.23  -0.068
H  -0.88  2.78  -3.89  0.444
H  -2.73  1.74  -4.12  0.340
C  -3.02  -5.23  1.00  -0.973
O  -2.26  -4.36  0.12  -0.032
H  -2.41  -5.65  1.68  0.440
H  -3.57  -6.07  0.56  0.177
H  -3.68  -4.64  1.41  0.327
H  -2.77  -3.46  -0.35  0.203
C  1.71  -0.49  3.82  -0.728
O  1.63  0.71  3.19  -0.414
H  2.62  -0.74  4.08  0.400
H  1.24  -1.21  3.22  0.112
H  1.14  -0.08  4.78  0.179
H  1.18  0.65  2.29  -0.152
C  2.15  1.56  -2.46  -0.483
C  2.40  2.85  -3.18  -0.898
C  2.73  2.86  -4.51  0.111
C  2.55  1.70  -5.24  -0.340
C  2.20  0.46  -4.64  -0.591
C  2.00  0.39  -3.30  -0.096
O  1.79  -0.79  -2.77  -0.452
O  2.99  4.08  -5.06  -0.547
H  2.26  1.49  -1.49  0.892
H  2.31  3.68  -2.52  0.502
H  2.50  1.83  -6.39  0.265
H  1.88  -0.29  -5.23  0.615
H  1.26  -0.62  -1.92  0.235
H  3.74  3.90  -5.61  0.351
C  -1.46  -2.32  -3.21  -0.643
C  -1.20  -2.83  -4.50  -0.700
C  -1.80  -4.06  -4.89  1.158
C  -2.70  -4.70  -4.13  -1.008
C  -3.20  -3.94  -2.96  -0.404
C  -2.58  -2.84  -2.53  -0.021
O  -2.95  -2.06  -1.45  -0.591
O  -1.62  -4.61  -6.17  -0.566
H  -1.23  -1.49  -2.83  0.788
H  -0.49  -2.13  -5.17  0.082
H  -3.11  -5.66  -4.37  0.391
H  -4.01  -4.27  -2.55  0.877
H  -2.57  -1.26  -1.34  0.274
H  -1.88  -5.44  -6.37  0.293
C  5.54  -1.21  -0.34  -0.967
C  6.69  -0.49  0.02  -0.985
C  6.45  0.69  0.60  1.064
C  5.20  1.24  0.99  -1.083
C  4.14  0.52  0.64  0.292
C  4.29  -0.73  0.08  -0.060
O  3.19  -1.58  -0.04  -0.163
O  7.59  1.37  0.85  -0.563
H  5.48  -2.24  -0.56  0.524
H  7.49  -0.99  -0.25  0.505
H  5.08  2.22  1.50  0.486
H  3.19  0.84  0.89  0.445
H  2.40  -1.42  -0.21  0.595
H  8.30  0.78  0.70  0.271
C  2.66  -4.29  -2.39  -0.883
C  3.17  -5.25  -3.18  -1.095
C  2.40  -6.37  -3.58  0.164
C  1.04  -6.38  -3.04  -0.698
C  0.59  -5.43  -2.09  0.014
C  1.45  -4.40  -1.81  0.208
O  0.93  -3.41  -0.99  0.360
O  2.90  -7.30  -4.40  -0.567
H  3.01  -3.49  -2.02  1.238
H  3.99  -4.92  -3.53  0.606
H  0.45  -7.40  -3.04  0.249
H  -0.36  -5.61  -1.62  0.342
H  1.03  -2.44  -1.17  -0.457
H  3.77  -7.43  -4.74  0.327
C  -4.19  -1.91  2.74  -0.048
C  -5.40  -1.36  3.25  -1.096
C  -5.49  -1.07  4.56  0.573
C  -4.34  -1.12  5.51  -0.448
C  -3.17  -1.72  4.92  -0.535
C  -2.98  -2.05  3.55  0.503
O  -1.81  -2.50  3.08  -0.684
O  -6.56  -0.74  5.27  -0.524
H  -4.01  -2.07  1.73  0.612
H  -6.30  -1.60  2.55  0.218
H  -4.39  -0.60  6.49  0.366
H  -2.24  -1.69  5.40  0.315
H  -1.55  -2.07  2.21  0.261
H  -7.39  -1.12  5.09  0.316
C  1.38  5.03  -0.25  -0.387
C  2.19  6.09  0.23  -0.643
C  2.66  6.19  1.44  0.486
C  2.71  4.97  2.24  -0.608
C  1.99  3.82  1.83  -0.469
C  1.27  3.77  0.54  0.642
O  0.57  2.77  0.16  0.890
O  3.42  7.24  1.87  -0.620
H  1.00  5.00  -1.34  0.213
H  2.08  6.92  -0.55  0.185
H  3.38  4.93  3.21  0.296
H  1.92  2.90  2.45  0.449
H  0.35  2.08  0.71  -1.314
H  3.63  7.78  0.97  0.357
C  -3.41  2.54  4.20  0.151
C  -3.92  3.74  4.68  -0.574
C  -3.10  4.90  4.74  0.587
C  -1.73  4.79  4.33  -0.562
C  -1.22  3.52  3.91  0.001
C  -2.12  2.42  3.81  -0.321
O  -1.58  1.21  3.37  -0.352
O  -3.59  6.02  5.20  -0.531
H  -4.20  1.72  3.86  0.021
H  -5.06  3.79  4.69  0.290
H  -1.06  5.75  4.22  0.202
H  -0.15  3.54  3.62  0.322
H  -0.91  0.98  2.70  -0.010
H  -3.14  6.69  5.63  0.324

Computed, not measured: a molecular structure, C33H26IN5O10STi in a non-equilibrium geometry, with wB97M-V/def2-TZVPD.

For the HOMO-LUMO gap (alpha / beta), the calculation gives 0.096 / 0.231 hartree. The value obtained for the energy above the lowest of the compared OMol25 structures with the same formula, charge and spin is 63.6 kJ/mol. For the HOMO energy (alpha / beta), the calculation gives 0.6 / -3.0 eV. The spin multiplicity is 3. The value obtained for the total energy is -3844.762433 Eh. As for the net charge: -2. The expectation value of S² is 2.020.

Last column: Mulliken charge in e.
Atoms and positions in Å:
Ti  -0.06  -0.25  0.60  0.396
O  -2.13  -3.17  3.15  -0.748
S  -1.85  -1.79  2.80  1.181
O  -2.80  -1.12  1.96  -0.739
N  -0.41  -1.56  2.14  0.737
C  0.75  -2.00  2.80  -0.005
C  0.83  -2.98  3.78  -0.689
C  2.05  -3.27  4.41  -0.745
C  3.20  -2.59  4.07  -0.948
C  3.16  -1.60  3.07  0.765
C  4.30  -0.85  2.67  -0.692
C  4.16  0.12  1.69  -1.025
C  2.93  0.34  1.12  -0.100
N  1.83  -0.35  1.46  0.845
C  1.94  -1.32  2.43  0.306
C  -1.78  -0.91  4.36  0.180
C  -2.40  -1.43  5.49  -0.572
C  -2.39  -0.70  6.67  -0.551
C  -1.76  0.54  6.72  -0.414
C  -1.14  1.05  5.58  -0.824
C  -1.15  0.32  4.40  0.165
H  -0.06  -3.53  4.07  0.624
H  2.08  -4.03  5.17  0.387
H  4.14  -2.82  4.57  0.362
H  5.26  -1.05  3.14  0.405
H  5.01  0.70  1.36  0.448
H  2.78  1.09  0.35  0.270
H  -2.87  -2.40  5.42  0.462
H  -2.87  -1.10  7.56  0.361
H  -1.75  1.10  7.64  0.356
H  -0.66  2.02  5.60  0.413
H  -0.68  0.73  3.52  0.126
C  0.32  1.03  -4.77  -1.963
C  0.47  1.05  -3.27  0.561
N  1.55  0.87  -2.63  0.279
O  2.64  0.58  -3.47  -0.589
C  -0.77  1.16  -2.45  0.025
C  -2.06  1.68  -3.00  -1.596
N  -0.66  0.68  -1.27  1.570
O  -1.69  0.50  -0.46  -1.085
H  1.26  0.79  -5.25  0.500
H  -0.03  2.01  -5.11  0.355
H  -0.43  0.29  -5.05  0.363
H  3.12  -0.04  -2.92  0.383
H  -2.20  1.38  -4.04  0.445
H  -2.07  2.78  -2.96  0.107
H  -2.88  1.31  -2.39  0.323
O  2.21  -1.93  -1.87  -0.798
C  1.00  -1.95  -1.70  0.245
O  0.39  -1.70  -0.59  -0.388
C  0.09  -2.28  -2.88  0.740
C  -1.30  -2.19  -2.75  -0.516
C  -2.11  -2.45  -3.86  -0.629
C  -1.55  -2.81  -5.07  -0.463
C  -0.16  -2.90  -5.18  -0.461
C  0.66  -2.63  -4.09  -0.384
N  0.41  -3.27  -6.44  0.914
O  -0.35  -3.45  -7.40  -0.855
O  1.64  -3.36  -6.52  -0.822
H  -1.73  -1.91  -1.80  0.385
H  -3.18  -2.37  -3.76  0.397
H  -2.16  -3.01  -5.94  0.424
H  1.73  -2.68  -4.18  0.535
I  -0.67  6.55  -3.57  0.017
C  -0.68  5.26  -1.91  -0.171
C  -1.70  5.35  -0.98  -0.475
C  -1.70  4.49  0.11  -0.597
C  -0.70  3.53  0.26  0.485
C  0.31  3.46  -0.69  0.254
C  0.33  4.32  -1.77  -0.613
C  -0.76  2.60  1.44  -0.070
O  -1.44  2.92  2.41  -0.729
O  -0.02  1.55  1.37  -0.254
H  -2.49  6.08  -1.10  0.358
H  -2.48  4.54  0.86  0.469
H  1.08  2.69  -0.60  0.134
H  1.13  4.25  -2.51  0.451

Computed, not measured: a molecular structure, C39H34ClN3SSi2V in a non-equilibrium geometry, with wB97M-V/def2-TZVPD.

For the HOMO-LUMO gap (alpha / beta), the calculation gives 0.228 / 0.232 hartree. The value obtained for the energy above the lowest of the compared OMol25 structures with the same formula, charge and spin is 0.0 kJ/mol. For the HOMO energy (alpha / beta), the calculation gives -10.0 / -10.0 eV. The spin multiplicity is 3. The value obtained for the total energy is -4052.023477 Eh. As for the net charge: +1. The expectation value of S² is 2.016.

Last column: Mulliken charge in e.
Atoms and positions in Å:
C  -0.63  0.29  0.98  -0.521
C  -1.06  0.66  -0.34  -0.630
C  -0.79  -0.46  -1.19  0.295
H  -1.61  1.55  -0.61  0.624
C  -0.10  -1.46  -0.44  -1.544
C  -0.04  -1.01  0.91  -0.605
H  0.30  -1.60  1.76  0.491
H  -0.86  0.84  1.88  0.678
H  -1.17  -0.57  -2.20  0.678
H  0.23  -2.42  -0.82  0.946
V  1.00  0.31  -0.42  0.034
Si  0.31  0.60  -6.95  0.975
C  0.92  2.23  -7.53  0.582
C  2.25  2.42  -7.94  -0.514
H  2.99  1.64  -7.74  0.304
C  2.61  3.60  -8.61  -0.516
H  3.64  3.73  -8.93  0.369
C  1.67  4.60  -8.85  -0.436
H  1.95  5.50  -9.38  0.374
C  0.36  4.44  -8.38  -0.687
H  -0.38  5.22  -8.55  0.370
C  -0.01  3.27  -7.70  -0.276
H  -1.03  3.16  -7.31  0.359
C  1.01  -0.89  -7.84  0.399
C  0.31  -1.40  -8.95  -0.456
H  -0.52  -0.84  -9.37  0.361
C  0.69  -2.64  -9.49  -0.636
H  0.14  -3.05  -10.33  0.398
C  1.78  -3.33  -8.95  -0.495
H  2.08  -4.29  -9.38  0.385
C  2.51  -2.79  -7.88  -0.637
H  3.38  -3.32  -7.48  0.387
C  2.13  -1.56  -7.34  -0.208
H  2.70  -1.12  -6.51  0.350
H  -1.09  0.62  -7.47  -0.292
Si  -0.24  -0.52  -4.89  -0.374
C  -0.94  -2.22  -5.03  0.894
C  -2.20  -2.45  -5.60  -0.294
H  -2.84  -1.61  -5.85  0.399
C  -2.56  -3.77  -5.89  -0.704
H  -3.53  -3.97  -6.36  0.397
C  -1.69  -4.83  -5.61  -0.539
H  -1.96  -5.84  -5.88  0.393
C  -0.46  -4.58  -4.98  -0.616
H  0.21  -5.40  -4.73  0.397
C  -0.09  -3.28  -4.68  -0.387
H  0.88  -3.06  -4.21  0.338
C  -1.19  1.04  -4.28  1.030
C  -2.54  1.00  -3.94  -0.092
H  -3.07  0.04  -3.91  0.358
C  -3.22  2.19  -3.66  -0.725
H  -4.29  2.16  -3.42  0.388
C  -2.55  3.42  -3.69  -0.607
H  -3.09  4.35  -3.51  0.418
C  -1.18  3.45  -3.95  -1.141
H  -0.62  4.39  -3.91  0.530
C  -0.51  2.26  -4.24  -0.697
H  0.57  2.29  -4.44  0.543
H  0.32  -0.87  -3.59  -0.381
Cl  1.96  1.24  -2.33  -0.465
N  3.22  1.36  2.84  -0.050
C  2.33  2.45  3.00  0.449
C  1.98  3.16  4.14  -0.807
C  0.81  3.93  4.08  -0.519
C  0.02  3.98  2.91  -0.644
C  0.39  3.27  1.77  -0.585
C  1.54  2.48  1.85  0.505
N  1.92  1.40  1.05  0.291
C  2.95  0.75  1.65  0.339
C  3.39  -0.49  1.07  -0.514
C  4.44  -1.36  1.33  -0.372
S  4.40  -2.72  0.24  -0.072
C  2.99  -2.10  -0.53  -0.141
N  2.59  -0.92  0.00  0.487
H  3.95  1.07  3.49  0.218
H  2.60  3.08  5.03  0.385
H  0.48  4.50  4.94  0.395
H  -0.89  4.59  2.89  0.412
H  -0.19  3.27  0.84  0.491
H  5.20  -1.17  2.08  0.414
H  2.50  -2.56  -1.38  0.349

Computed, not measured: 5 unconnected molecules or ions with the total composition C15H40O5 in a non-equilibrium geometry, with wB97M-V/def2-TZVPD.

For the HOMO-LUMO gap (alpha / beta), the calculation gives 0.058 / 0.346 hartree. The value obtained for the energy above the lowest of the compared OMol25 structures with the same formula, charge and spin is 47.9 kJ/mol. For the HOMO energy (alpha / beta), the calculation gives 0.8 / -7.1 eV. The spin multiplicity is 2. The value obtained for the total energy is -971.593822 Eh. As for the net charge: -1. The expectation value of S² is 0.751.

Last column: Mulliken charge in e.
Atoms and positions in Å:
C  1.66  -2.08  -1.39  -0.847
C  2.51  -3.22  -0.80  -0.187
C  1.90  -3.66  0.56  -1.380
O  2.28  -4.38  -1.60  -0.148
H  2.24  -1.70  -2.23  0.513
H  1.53  -1.30  -0.64  -0.223
H  0.66  -2.29  -1.77  0.024
H  3.56  -2.93  -0.76  0.386
H  2.26  -4.62  0.93  0.431
H  0.82  -3.71  0.49  0.120
H  2.19  -3.06  1.42  0.524
H  2.91  -4.29  -2.31  0.222
C  -0.07  3.92  -2.05  -1.565
C  1.11  3.24  -2.76  0.714
C  2.32  4.22  -2.72  -1.712
O  1.50  2.13  -2.07  0.915
H  -0.37  4.82  -2.58  0.472
H  0.06  4.16  -1.00  0.249
H  -0.95  3.28  -1.97  0.191
H  0.70  2.88  -3.70  0.508
H  3.01  4.23  -1.87  0.198
H  2.02  5.27  -2.75  0.375
H  3.02  3.98  -3.52  0.475
H  2.45  2.05  -2.09  -0.577
C  -1.87  0.43  1.16  -1.323
C  -0.66  0.44  0.18  1.423
C  -1.10  0.01  -1.20  -1.433
O  -0.18  1.72  0.16  -0.240
H  -2.56  1.24  0.89  0.352
H  -1.50  0.69  2.15  0.385
H  -2.47  -0.48  1.20  0.082
H  0.20  -0.16  0.49  -0.034
H  -0.20  0.06  -1.81  0.118
H  -1.73  0.81  -1.59  0.413
H  -1.71  -0.89  -1.12  0.390
H  0.43  1.67  -0.58  -0.192
C  -5.41  -4.81  0.70  -1.220
C  -4.38  -4.30  1.69  0.346
C  -3.31  -3.45  0.96  -1.409
O  -5.01  -3.59  2.74  -0.511
H  -5.76  -4.09  -0.04  0.320
H  -6.28  -5.05  1.31  0.325
H  -5.14  -5.70  0.12  0.358
H  -3.86  -5.12  2.19  0.280
H  -2.90  -3.98  0.09  0.420
H  -2.43  -3.24  1.57  0.419
H  -3.72  -2.52  0.56  0.293
H  -5.26  -4.28  3.37  0.333
C  1.88  2.89  3.06  -1.224
C  2.41  3.74  1.82  0.450
C  3.07  2.84  0.81  -1.691
O  1.22  4.29  1.30  -0.590
H  1.48  3.67  3.71  0.290
H  2.76  2.45  3.52  0.421
H  1.14  2.17  2.72  0.199
H  3.06  4.48  2.30  0.485
H  2.46  2.04  0.40  0.297
H  3.82  2.23  1.31  0.574
H  3.51  3.33  -0.06  -0.075
H  0.66  3.54  1.09  0.293

Computed, not measured: C3H5N3OS in the gas phase in a non-equilibrium geometry, with wB97M-V/def2-TZVPD.

For the HOMO-LUMO gap, the calculation gives 0.347 hartree. The value obtained for the energy above the lowest of the compared OMol25 structures with the same formula, charge and spin is 358.7 kJ/mol. For the HOMO energy, the calculation gives -8.8 eV. The value obtained for the total energy is -754.902418 Eh. The SMILES is [H]/N=c1\cc(N)on1S. As for the net charge: 0.

Last column: Mulliken charge in e.
Atoms and positions in Å:
H  0.43  -2.41  1.43  0.214
N  0.90  -1.50  1.63  -0.712
C  0.67  -0.74  0.63  0.696
C  -0.32  -0.85  -0.43  -0.468
C  -0.60  0.37  -0.87  0.254
N  -1.43  0.90  -1.81  -0.578
O  0.21  1.37  -0.36  -0.294
N  1.18  0.61  0.44  0.026
S  1.56  1.44  1.89  -0.158
H  -0.82  -1.85  -0.60  0.244
H  -1.48  0.28  -2.73  0.289
H  -1.04  1.77  -2.07  0.313
H  0.73  0.60  2.85  0.175

Computed, not measured: a gas-phase ion, C5H14N4 (charge +2) in a non-equilibrium geometry, with wB97M-V/def2-TZVPD.

For the HOMO-LUMO gap (alpha / beta), the calculation gives 0.293 / 0.298 hartree. The value obtained for the energy above the lowest of the compared OMol25 structures with the same formula, charge and spin is 534.6 kJ/mol. For the HOMO energy (alpha / beta), the calculation gives -16.4 / -16.2 eV. The value obtained for the total energy is -417.127885 Eh. As for the net charge: +2.

Last column: Mulliken charge in e.
Atoms and positions in Å:
C  0.28  0.71  1.25  0.259
C  0.30  -0.82  -0.64  -0.736
C  -0.21  1.84  -0.74  -0.690
C  -0.37  -0.61  0.72  0.196
C  -0.22  -0.06  -2.98  -0.886
N  -0.56  -0.22  -1.60  -0.307
N  0.39  1.77  0.48  -0.107
N  0.62  0.68  2.58  -0.396
N  -0.29  -1.82  1.60  -0.484
H  1.27  -0.38  -0.62  0.384
H  0.26  -1.94  -0.86  0.362
H  0.04  2.73  -1.36  0.396
H  -1.23  1.76  -0.67  0.452
H  -1.42  -0.23  0.54  0.458
H  0.74  -0.55  -3.17  0.346
H  -1.03  -0.76  -3.52  0.338
H  -0.55  0.82  -3.34  0.390
H  1.08  2.54  0.84  0.366
H  0.50  -0.28  3.08  0.181
H  1.23  1.34  3.09  0.256
H  -0.32  -2.76  0.94  0.450
H  -1.11  -1.90  2.27  0.388
H  0.60  -1.88  2.13  0.385